# C31H75N3O23S

A 17-piece molecular cluster, C31H75N3O23S overall in a non-equilibrium geometry (wB97M-V/def2-TZVPD, the OMol25 dataset).

```
133
Properties=species:S:1:pos:R:3:forces:R:3
C 4.92907 -1.62437 -2.14422 0.1863 0.3098 -0.4188
O 4.21633 -2.70279 -1.59094 -0.3047 0.3188 0.3273
C 4.78333 -3.17144 -0.37162 0.1146 -0.1173 -0.3962
C 3.76844 -4.02986 0.38514 0.7242 -0.1770 0.3053
C 3.35978 -3.50816 1.78564 0.0493 -0.0938 -0.5617
C 1.84639 -3.30667 1.94013 1.0144 0.1649 0.2328
C 1.47089 -3.15766 3.41237 -0.4255 -0.3313 -0.4114
C -0.02479 -2.87850 3.64788 0.7938 -0.0042 0.8030
C -0.37908 -1.40093 3.76946 -0.3884 -0.2899 -0.8034
C -1.90178 -1.18228 3.95187 0.7055 0.3817 -0.6938
C -2.38507 -0.18452 2.88344 -0.2287 -0.5530 0.9399
C -3.90700 -0.11980 2.79742 -0.0660 0.7343 -0.6369
C -4.46891 1.05756 1.91728 1.1826 -0.1642 -0.2306
C -3.36872 1.71329 1.09456 0.4505 0.1549 -0.6554
C -2.78554 2.96503 1.42335 0.4406 -0.0057 -0.3926
N -3.19819 3.72234 2.55770 -0.1155 -0.2145 -0.5415
C -1.72641 3.51100 0.64332 -0.9135 -1.4514 -0.4187
C -1.22669 2.79082 -0.46660 -0.0453 0.3868 0.3516
N -0.16722 3.34959 -1.24319 -0.3633 -0.8657 1.0903
C -1.77075 1.53705 -0.80756 -0.5130 0.4897 1.0059
C -2.84535 1.02781 -0.03418 0.7129 0.9173 0.0080
S -3.48777 -0.55096 -0.52696 0.0568 -0.0445 0.0956
C -1.94523 -1.33996 -0.90636 0.6032 0.0643 -0.2160
C -1.76834 -2.68994 -0.55595 0.7341 0.4475 -0.3999
C -0.53209 -3.31919 -0.81307 -0.2407 1.5555 -0.3057
O -0.33139 -4.63388 -0.48554 0.3600 0.1660 -0.1630
C 0.49347 -2.55738 -1.42412 -1.0473 0.0481 0.2007
C 0.30075 -1.19629 -1.79394 -0.3826 -0.9434 0.1556
C 1.51671 -0.52114 -2.42294 -0.3901 0.7552 1.1436
C 1.25816 0.30567 -3.65648 0.0969 -0.4378 0.3874
O 1.21293 -0.15943 -4.74161 -0.2087 -0.1765 -0.9969
O 1.12385 1.67536 -3.43480 0.4597 -0.1554 0.3940
C 2.22733 2.41997 -3.83879 0.2044 0.3964 0.6391
C 2.97531 3.05975 -2.71239 -0.3591 0.0872 0.2882
O 2.53985 2.52592 -4.97231 0.0709 -0.1080 -1.1381
C -0.93901 -0.55962 -1.54562 0.4533 -1.4613 0.4181
N -1.18571 0.80853 -1.89722 -0.5604 -0.6898 0.1552
C -1.90272 0.99381 -3.17394 -0.4986 1.0439 0.0894
O -2.50828 -0.20739 -3.64619 0.6571 0.0374 0.2115
C -1.97436 -0.66491 -4.80362 0.0293 -0.8408 -0.0870
C -1.68187 -2.13316 -4.80041 -0.6990 0.1301 0.2464
O -1.77828 0.03540 -5.75162 0.0640 0.7761 -0.5180
H 5.82106 -1.94462 -2.69753 0.0277 -0.1338 0.1465
H 5.23774 -0.88303 -1.40206 -0.0090 -0.1086 0.1260
H 4.28808 -1.11260 -2.86546 0.0008 -0.1444 -0.0166
H 5.67750 -3.75799 -0.62370 -0.0103 0.0077 0.0534
H 5.13451 -2.32471 0.22965 -0.1613 0.0720 0.0194
H 2.91558 -4.22278 -0.26543 -0.0852 0.1259 0.0467
H 4.26303 -4.99215 0.53429 -0.2362 -0.1444 -0.0718
H 3.90419 -2.58183 1.98704 -0.1496 0.0941 0.0952
H 3.72387 -4.22649 2.52408 -0.1727 0.0236 0.1328
H 1.57975 -2.41965 1.35579 -0.2985 -0.1019 -0.0240
H 1.38468 -4.18962 1.49082 -0.3316 0.1456 0.0836
H 1.70296 -4.11775 3.88492 0.1652 0.0621 0.0824
H 2.10924 -2.40039 3.87502 -0.1004 0.0724 0.0648
H -0.59599 -3.38417 2.86429 -0.2215 0.1731 0.0299
H -0.26886 -3.34283 4.60350 -0.3551 -0.1194 -0.1104
H 0.19409 -0.89948 4.53720 0.1505 -0.2655 0.1440
H -0.05550 -0.92966 2.82985 -0.1528 0.1492 0.0038
H -2.40695 -2.13921 3.81808 -0.1689 0.0387 0.2195
H -2.10566 -0.77465 4.94571 -0.2182 -0.2368 0.0814
H -1.93639 0.77981 3.13984 -0.0626 0.1468 -0.3303
H -1.96644 -0.53752 1.94149 -0.0237 0.2803 -0.1732
H -4.35082 -0.00653 3.78685 0.0229 -0.3448 0.0661
H -4.23220 -1.04124 2.31607 -0.1670 -0.1850 0.3937
H -4.94735 1.79490 2.55483 -0.2700 -0.0375 -0.1040
H -5.18907 0.66273 1.20236 -0.3293 0.1000 0.2429
H -4.00401 3.31845 3.01283 0.0268 -0.0584 0.0528
H -3.47394 4.65117 2.25706 0.1809 0.0859 0.1600
H -1.30134 4.47379 0.89876 0.0058 -0.0365 0.0838
H 0.32079 4.01134 -0.65296 0.0396 0.3023 -0.3024
H 0.49080 2.59588 -1.42671 -0.1505 0.0631 -0.5062
H -2.57057 -3.25029 -0.08780 0.0191 0.1005 0.0587
H -0.62770 -4.79763 0.41733 -0.1911 0.0713 -0.0517
H 1.45101 -3.03208 -1.60123 0.0077 0.0587 -0.0519
H 1.94646 0.14297 -1.66399 -0.0218 0.0078 -0.0088
H 2.27306 -1.27506 -2.61756 -0.1580 -0.0682 -0.3400
H 2.45229 3.94977 -2.35176 -0.0247 -0.1248 -0.0765
H 3.03508 2.37499 -1.86693 0.1823 -0.0156 -0.0057
H 3.95385 3.36790 -3.06426 0.0663 -0.1076 0.0275
H -1.24953 1.42845 -3.93039 0.1010 -0.3471 -0.0926
H -2.69224 1.72881 -3.00874 -0.0212 -0.0754 0.1034
H -1.04995 -2.39650 -3.95309 0.1436 -0.0006 -0.0964
H -1.26038 -2.40301 -5.76047 0.1205 -0.1784 0.0704
H -2.63641 -2.64396 -4.64479 0.0732 -0.1326 -0.0479
O -0.05004 -2.21354 6.66815 0.0842 0.1429 0.3162
H 0.89242 -2.35149 6.81444 -0.0053 -0.0519 -0.0701
H -0.25396 -1.43317 7.19336 -0.0602 -0.0905 0.1089
O 2.25734 0.29343 3.93473 0.3667 0.1453 0.0013
H 2.16096 1.19873 4.24896 -0.0791 -0.0010 -0.0332
H 1.89840 0.31835 3.04204 -0.0831 -0.0941 0.0328
O 1.38647 -3.06833 -6.54857 -0.1385 0.1242 -0.0514
H 1.12691 -2.17032 -6.30666 0.1294 0.0111 0.1143
H 1.12474 -3.15276 -7.47052 0.0313 -0.0322 0.0028
O -3.31043 -4.22573 2.72399 0.0592 -0.0005 -0.1784
H -4.09513 -3.92449 2.24478 -0.0084 -0.0586 0.0694
H -3.59556 -5.03229 3.16390 -0.0087 0.0589 0.0782
O -2.21663 3.01885 -6.44500 -0.0566 0.1648 -0.1616
H -1.72489 2.98368 -7.27128 0.0662 -0.0817 0.0410
H -2.39492 2.09158 -6.24291 0.1294 -0.1336 0.0998
O -5.64263 -4.72009 1.11206 -0.0042 -0.1459 -0.0654
H -5.18524 -5.54920 0.93511 0.0193 0.0290 -0.0292
H -6.47239 -4.79384 0.63018 -0.0181 0.1140 0.0343
O -0.22148 1.54269 5.36515 -0.0257 0.2040 0.3016
H -0.98631 1.86610 4.87096 0.0495 0.0370 -0.0431
H -0.54536 0.74795 5.80281 0.0425 -0.1652 -0.2460
O -2.53514 2.59154 6.72144 -0.1118 0.0961 0.2181
H -1.59373 2.45296 6.88548 0.0248 -0.0077 -0.1464
H -2.74482 3.38754 7.22100 -0.0096 0.0263 -0.0528
O -4.73709 4.64225 -0.31363 0.0360 0.0182 -0.0010
H -4.89112 4.57527 -1.26108 -0.0128 0.0378 0.0146
H -3.91992 4.14702 -0.16448 -0.0559 -0.0280 -0.0933
O -3.18401 6.18317 -6.63497 0.0776 0.0406 -0.1349
H -2.58705 5.43592 -6.75617 -0.0957 -0.1122 0.1996
H -3.93560 5.97299 -7.19659 -0.0254 0.0021 0.0379
O 3.18586 1.60436 6.98110 -0.1084 -0.0702 -0.0413
H 3.63419 0.76321 6.84680 0.0314 0.0296 -0.0475
H 2.36059 1.51366 6.49158 -0.0352 0.0292 0.0573
O -5.91533 2.42320 6.49568 0.1139 0.0658 0.0343
H -4.97574 2.28397 6.66296 0.0496 -0.0927 -0.0713
H -6.13395 3.21586 6.99466 -0.0643 -0.0159 -0.0173
O 4.14202 0.96723 -6.85719 -0.0508 0.0013 -0.0118
H 3.70701 0.48857 -7.56825 0.0286 -0.0437 0.0170
H 3.42062 1.39226 -6.37416 0.0605 0.0343 0.0006
O 1.37402 5.68017 -1.57354 0.1071 0.3926 0.0026
H 1.15463 6.54518 -1.21193 0.0872 0.0220 -0.0058
H 0.92174 5.65322 -2.42441 -0.1404 -0.0675 0.0509
O 6.91303 0.94196 -0.96520 0.1195 -0.0171 0.0186
H 7.56700 0.99818 -1.67361 -0.0908 0.1257 -0.1501
H 7.39532 1.19867 -0.17344 -0.0376 -0.0033 0.0129
O 8.32423 1.61317 -3.92010 -0.0200 -0.1486 0.0698
H 8.30187 0.75695 -4.36081 0.0162 0.0266 -0.0112
H 7.82870 2.19325 -4.50700 -0.0403 0.0287 0.0471
```
Positions in Å, forces in eV/Å.

Max |F|, eV Å⁻¹: 1.77
Spin multiplicity: 1
Lowest unoccupied orbital energy, Eh: 0.0006
Total charge: 0
HOMO, Ha: -0.2928
HOMO-LUMO gap, eV: 8.0